w:
ORCA calculation (ωB97M-V with the def2-TZVPD basis set) on a 10-piece molecular cluster, C28H82N14O10 overall.

Atoms and positions in Å:
1 C 2.14245 -2.78443 -1.27708
2 O 2.31289 -1.98606 -0.39104
3 N 1.04954 -3.35586 -1.62208
4 N 3.16321 -3.11301 -2.07041
5 H 0.99799 -4.08384 -2.32028
6 H 0.19322 -3.04905 -1.18311
7 H 3.08474 -3.91427 -2.68027
8 H 4.04314 -2.64894 -1.89583
9 C -4.68455 -4.92377 1.60055
10 O -5.73365 -5.51929 1.33412
11 N -3.85594 -4.42584 0.72124
12 N -4.31472 -4.51868 2.71850
13 H -3.02278 -3.98387 1.08264
14 H -3.98878 -4.44211 -0.27985
15 H -4.85787 -4.63935 3.56143
16 H -3.47519 -3.95939 2.66868
17 C -3.03725 0.37964 2.75769
18 O -2.32966 -0.58642 3.01117
19 N -3.44847 0.65809 1.58572
20 N -3.35236 1.23759 3.74289
21 H -3.78456 1.59587 1.41924
22 H -3.15913 0.01047 0.86672
23 H -3.84031 2.12124 3.70876
24 H -2.89271 1.11249 4.63348
25 C -1.53640 -0.92785 -0.80240
26 O -1.63333 -2.02113 -0.34533
27 N -2.31742 -0.32526 -1.54462
28 N -0.49875 -0.14124 -0.65807
29 H -3.23374 -0.71958 -1.70268
30 H -2.04711 0.46706 -2.10965
31 H -0.46122 0.65367 -1.28001
32 H 0.34130 -0.54412 -0.26805
33 C -0.29637 -3.89507 3.99172
34 C -0.27305 -3.93829 2.43123
35 C -0.10747 -5.38788 1.81082
36 O 0.95615 -6.26511 2.22570
37 C 2.19162 -5.54937 2.39629
38 N -1.58202 -3.33874 2.10039
39 H -0.98584 -4.64787 4.37386
40 H -0.79020 -2.98887 4.34246
41 H 0.73475 -3.99154 4.33171
42 H 0.48088 -3.16083 2.30775
43 H -0.09862 -5.30774 0.72381
44 H -0.99487 -5.98846 2.01064
45 H 2.22744 -5.01615 3.34627
46 H 2.39956 -4.81329 1.61973
47 H 3.08299 -6.16533 2.27728
48 H -1.37782 -2.73347 1.31804
49 H -1.68524 -2.68791 2.86580
50 C 1.86664 -0.40446 3.07254
51 C 2.94319 -0.86111 3.86476
52 C 4.31605 -0.74013 3.20263
53 O 5.31672 -0.97591 4.23271
54 C 6.63432 -0.87043 3.73764
55 N 3.02382 0.14725 4.94229
56 H 0.97113 -0.45912 3.69154
57 H 1.82807 -1.04249 2.18963
58 H 1.86793 0.63072 2.73121
59 H 2.70801 -1.85037 4.25738
60 H 4.49492 0.24065 2.76196
61 H 4.48399 -1.39852 2.35033
62 H 6.72884 0.19098 3.50835
63 H 6.81023 -1.62052 2.96659
64 H 7.15308 -1.08151 4.67275
65 H 3.94149 0.05326 5.35357
66 H 3.02131 1.12216 4.67844
67 C 0.11099 3.73648 0.60717
68 C 1.66280 3.39356 0.74557
69 C 2.37707 4.42351 -0.05231
70 O 3.80021 4.26992 -0.02548
71 C 4.36038 5.20292 -0.87533
72 N 1.75373 3.42145 2.21495
73 H -0.63329 3.27927 1.25917
74 H -0.13889 3.24847 -0.33491
75 H -0.10423 4.80231 0.68319
76 H 1.93617 2.38518 0.43486
77 H 2.06578 5.41810 0.26706
78 H 2.03544 4.29112 -1.07888
79 H 4.48753 4.74590 -1.85669
80 H 5.29018 5.50536 -0.39354
81 H 3.63659 5.98787 -1.09457
82 H 2.23518 2.66848 2.68541
83 H 2.34525 4.19829 2.47326
84 C -5.72196 -2.13968 -1.32416
85 C -6.15128 -1.29097 -2.51085
86 C -7.50137 -0.58506 -2.47571
87 O -7.64739 0.33926 -1.34668
88 C -9.02167 0.41114 -0.93643
89 N -5.20709 -0.25757 -2.60028
90 H -5.66165 -1.67095 -0.34195
91 H -4.73924 -2.56654 -1.52455
92 H -6.39769 -2.99487 -1.31251
93 H -6.15318 -1.95492 -3.37529
94 H -8.30797 -1.31682 -2.52059
95 H -7.76768 -0.14453 -3.43649
96 H -9.55573 0.80139 -1.80279
97 H -9.18165 1.22275 -0.22664
98 H -9.40921 -0.49744 -0.47555
99 H -5.28086 0.25099 -3.46979
100 H -5.58778 0.49276 -2.04154
101 C 4.74099 2.15711 -3.19270
102 C 4.39419 0.73240 -2.71091
103 C 5.56391 0.02831 -2.08628
104 O 5.23325 -1.26666 -1.75624
105 C 6.25058 -1.75923 -0.93108
106 N 3.23106 0.91611 -1.87092
107 H 3.86205 2.66246 -3.59295
108 H 5.45271 2.04318 -4.01036
109 H 5.34172 2.71292 -2.47276
110 H 4.05560 0.11690 -3.54435
111 H 5.74840 0.63591 -1.20034
112 H 6.41173 0.07620 -2.76965
113 H 7.16747 -1.84845 -1.51371
114 H 5.94119 -2.75207 -0.60455
115 H 6.45179 -1.30590 0.03954
116 H 2.79219 0.00705 -1.83773
117 H 3.52558 1.24244 -0.96159
118 C -2.76569 6.24506 -4.05076
119 C -2.21496 5.01733 -3.43981
120 C -0.75816 4.77560 -3.85424
121 O -0.26699 3.67510 -3.05048
122 C 0.92108 3.04850 -3.40801
123 N -2.47682 4.92005 -2.01088
124 H -2.32979 7.16630 -3.66423
125 H -3.80787 6.36230 -3.75373
126 H -2.70706 6.40102 -5.12795
127 H -2.76135 4.19286 -3.89786
128 H -0.19047 5.65036 -3.53704
129 H -0.72562 4.61367 -4.93165
130 H 0.87863 2.36940 -4.25955
131 H 1.18779 2.58628 -2.45757
132 H 1.72575 3.76847 -3.55718
133 H -2.17685 3.96336 -1.88895
134 H -3.43772 4.94126 -1.70049

Output
LUMO level in Ha: 0.0024
HOMO-LUMO gap in eV: 8.407
Highest occupied orbital energy in eV: -8.343
SMILES: COC[C@H](C)N.COC[C@H](C)N.COC[C@H](C)N.COC[C@H](C)N.COC[C@H](C)N.COC[C@H](C)N.NC(N)=O.NC(N)=O.NC(N)=O.NC(N)=O

***

x:
ORCA calculation (ωB97M-V with the def2-TZVPD basis set) on a 10-piece molecular cluster, C28H82N14O10 overall.

Atoms and positions in Å:
1 C 2.16071 -0.33693 -20.75137
2 O 1.84324 -0.93733 -21.72626
3 N 2.79874 -0.84545 -19.75387
4 N 1.92155 0.92071 -20.52281
5 H 3.27710 -0.20271 -19.13892
6 H 3.10976 -1.80621 -19.77117
7 H 1.58146 1.44492 -21.31631
8 H 2.10719 1.32151 -19.61452
9 C 1.87503 -0.93251 -25.49479
10 O 3.00986 -1.38421 -25.32266
11 N 1.08259 -0.76483 -24.48889
12 N 1.28347 -0.64077 -26.61267
13 H 0.20616 -0.27637 -24.60462
14 H 1.37312 -0.87926 -23.52837
15 H 1.78346 -0.83910 -27.46753
16 H 0.27392 -0.66931 -26.62134
17 C 5.88188 -3.52684 -22.50392
18 O 5.87135 -4.19474 -23.50467
19 N 5.06029 -2.51622 -22.31564
20 N 6.84565 -3.60704 -21.68656
21 H 5.00516 -2.25112 -21.34261
22 H 4.27415 -2.35710 -22.92946
23 H 7.12649 -2.82327 -21.11478
24 H 7.52974 -4.26434 -22.03307
25 C 2.87515 -4.21688 -20.61032
26 O 3.26519 -3.70405 -19.59173
27 N 2.01335 -3.72437 -21.50105
28 N 3.27987 -5.42219 -20.92388
29 H 1.77371 -2.75597 -21.34334
30 H 1.93405 -4.22960 -22.37200
31 H 3.16556 -5.73123 -21.87862
32 H 4.05760 -5.75021 -20.36924
33 C 6.16339 -2.13216 -18.68494
34 C 7.50942 -1.36911 -18.50729
35 C 8.17747 -1.50477 -17.05437
36 O 7.26861 -0.99507 -16.08196
37 C 7.81104 -1.06871 -14.78755
38 N 8.50653 -1.65485 -19.57660
39 H 6.31866 -3.15589 -18.34439
40 H 5.70960 -2.10043 -19.67548
41 H 5.50309 -1.71622 -17.92394
42 H 7.29029 -0.31253 -18.66130
43 H 9.08177 -0.89630 -17.04424
44 H 8.41325 -2.51632 -16.72379
45 H 8.82669 -0.68881 -14.89810
46 H 7.85939 -2.14292 -14.60911
47 H 7.43589 -0.48553 -13.94656
48 H 9.38967 -1.19642 -19.40337
49 H 8.66230 -2.65217 -19.61114
50 C -1.18153 -4.91305 -19.80728
51 C -1.28484 -3.39109 -19.81278
52 C -2.69248 -3.01363 -19.30553
53 O -2.81950 -1.56682 -19.29443
54 C -4.08793 -1.21103 -18.87953
55 N -0.29017 -2.79872 -18.95473
56 H -0.15910 -5.16773 -20.08633
57 H -1.81891 -5.32455 -20.58992
58 H -1.35615 -5.33873 -18.81914
59 H -1.07400 -3.00284 -20.80924
60 H -2.90086 -3.48326 -18.34422
61 H -3.38505 -3.35098 -20.07666
62 H -4.81382 -1.63624 -19.57262
63 H -4.13189 -0.12245 -18.84518
64 H -4.37315 -1.62766 -17.91352
65 H 0.64017 -3.12691 -19.17123
66 H -0.39901 -1.79460 -18.95503
67 C -5.10151 -4.45651 -23.15100
68 C -4.36389 -5.59218 -23.95852
69 C -2.90475 -5.86073 -23.41590
70 O -2.24816 -4.60250 -23.47671
71 C -0.90884 -4.68137 -23.18974
72 N -5.16656 -6.82197 -23.75579
73 H -6.06359 -4.08376 -23.50250
74 H -4.44413 -3.58712 -23.13958
75 H -5.19117 -4.64407 -22.08101
76 H -4.36770 -5.41289 -25.03367
77 H -2.33981 -6.63311 -23.93779
78 H -2.88252 -6.28859 -22.41364
79 H -0.34281 -4.86690 -24.10259
80 H -0.70502 -5.44325 -22.43735
81 H -0.68072 -3.64253 -22.95126
82 H -5.22852 -6.98564 -22.76107
83 H -4.57343 -7.58558 -24.04767
84 C 2.82958 -8.64907 -22.06105
85 C 2.28113 -8.08209 -23.34045
86 C 0.75763 -7.95020 -23.50119
87 O 0.01381 -9.17907 -23.08808
88 C 0.25545 -10.28562 -23.78946
89 N 2.86758 -6.79256 -23.65866
90 H 2.47602 -9.66315 -21.87467
91 H 2.39425 -8.11819 -21.21443
92 H 3.91952 -8.66061 -22.05723
93 H 2.58457 -8.73450 -24.15922
94 H 0.47751 -7.65925 -24.51361
95 H 0.46119 -7.17953 -22.78964
96 H 1.31909 -10.43072 -23.97846
97 H -0.31947 -10.32401 -24.71471
98 H -0.05693 -11.12613 -23.16973
99 H 2.61482 -6.62398 -24.62188
100 H 3.84309 -7.04892 -23.71111
101 C -1.46512 -5.84096 -27.02671
102 C -0.22466 -5.66982 -28.00195
103 C 1.04659 -6.26894 -27.31012
104 O 1.37897 -5.83089 -26.00573
105 C 1.96697 -4.53341 -25.90115
106 N -0.55380 -6.34430 -29.21431
107 H -1.48290 -5.08912 -26.23771
108 H -1.47167 -6.78113 -26.47523
109 H -2.41201 -5.68862 -27.54468
110 H -0.00976 -4.64613 -28.30853
111 H 1.93130 -6.04430 -27.90589
112 H 0.92347 -7.35003 -27.24533
113 H 1.14884 -3.93019 -26.29474
114 H 2.80197 -4.53430 -26.60177
115 H 2.23984 -4.32557 -24.86653
116 H -1.35675 -5.97014 -29.69947
117 H -0.84459 -7.30906 -29.14527
118 C 6.27006 -6.71924 -19.77029
119 C 6.12485 -6.58998 -18.30946
120 C 7.25045 -5.83337 -17.55670
121 O 6.81594 -5.29493 -16.22005
122 C 7.86378 -5.46489 -15.26810
123 N 4.78575 -6.11393 -17.93802
124 H 5.55699 -7.49377 -20.05266
125 H 7.26377 -6.95883 -20.14875
126 H 5.96337 -5.76602 -20.20089
127 H 6.07864 -7.59761 -17.89637
128 H 7.47865 -4.95550 -18.16117
129 H 8.17802 -6.40151 -17.48646
130 H 7.47830 -4.90635 -14.41514
131 H 8.85801 -5.05954 -15.45598
132 H 7.88125 -6.51228 -14.96683
133 H 4.57106 -5.21254 -18.33990
134 H 4.98771 -5.83678 -16.98801

Output
LUMO level in Ha: 0.0184
HOMO-LUMO gap in eV: 8.957
Highest occupied orbital energy in eV: -8.456
SMILES: COC[C@H](C)N.COC[C@H](C)N.COC[C@H](C)N.COC[C@H](C)N.COC[C@H](C)N.COC[C@H](C)N.NC(N)=O.NC(N)=O.NC(N)=O.NC(N)=O

***

Most stable one: x, least stable one: w.

***

w:
ORCA calculation (ωB97M-V with the def2-TZVPD basis set) on a 2-piece molecular cluster, C2H3OPS2 overall.

Atoms and positions in Å:
1 C 2.19117 1.79432 -1.00195
2 C 2.22741 0.86894 -0.26636
3 O -0.64460 -1.54577 1.32091
4 P -1.40121 -1.19801 0.17096
5 S -0.89065 -1.53881 -1.66110
6 S -3.27415 -0.48367 0.71679
7 H 2.17532 2.35380 -1.87061
8 H 2.45274 0.05033 0.46390
9 H -2.83601 -0.30113 2.12744

Output
LUMO level in Ha: -0.0195
HOMO-LUMO gap in eV: 9.549
Highest occupied orbital energy in eV: -10.081
SMILES: O=P(=S)S.C#C

***

x:
ORCA calculation (ωB97M-V with the def2-TZVPD basis set) on one molecule with the formula C2H3OPS2.

Atoms and positions in Å:
1 C -0.79208 1.87623 -1.18012
2 C 0.07681 1.09295 -0.55467
3 O 0.78351 -0.48725 1.48648
4 P 1.36871 0.05141 0.02229
5 S 3.15482 0.96650 0.03821
6 S 0.94011 -1.70085 -1.08245
7 H -1.50480 2.62425 -1.22343
8 H 1.29636 -0.15251 2.31445
9 H 1.01182 -2.35244 -0.01106

Output
LUMO level in Ha: -0.0072
HOMO-LUMO gap in eV: 8.976
Highest occupied orbital energy in eV: -9.171
SMILES: C#C[P@](O)(=S)S

***

Most stable one: x, least stable one: w.